No. 1
Entry from the Open Molecules 2025 dataset: a 2-piece molecular cluster, C4H8O overall in a non-equilibrium geometry (wB97M-V/def2-TZVPD).

The geometry in XYZ format:
```
13
C4H8O wB97M-V/def2-TZVPD
C -2.360 0.078 -0.124
C -1.918 -0.949 -0.942
H -1.677 0.850 0.326
H -3.339 0.031 0.350
H -1.032 -0.829 -1.600
H -2.624 -1.705 -1.294
C 1.918 0.101 1.438
C 1.747 0.199 0.099
O 2.361 1.182 -0.638
H 1.560 -0.720 2.011
H 2.750 0.596 1.983
H 0.891 -0.409 -0.421
H 1.723 1.575 -1.186
```

Results
Total energy (hartree): -232.3495
Spin multiplicity: 1
Lowest unoccupied orbital energy (eV): 0.88
F_max (eV/A): 3.11
SMILES string: C=CO.C=C
Highest occupied orbital energy (eV): -9.3
ΔE to the lowest compared entry with this formula, charge and spin (kJ/mol): 252.5

=====

No. 2
Entry from the Open Molecules 2025 dataset: the molecule C4H8O in a non-equilibrium geometry (wB97M-V/def2-TZVPD).

The geometry in XYZ format:
```
13
C4H8O wB97M-V/def2-TZVPD
C 0.042 -1.654 0.242
C 0.617 -0.272 -0.760
O 0.063 0.006 -1.861
C 0.369 0.611 0.332
C -0.749 1.564 0.231
H 0.423 -1.814 1.251
H 0.409 -2.477 -0.381
H -1.044 -1.718 0.261
H 1.684 -0.578 -0.777
H 1.189 0.852 1.006
H -1.579 1.145 -0.346
H -1.049 1.934 1.210
H -0.398 2.438 -0.352
```

Results
Total energy (hartree): -232.3016
Spin multiplicity: 1
Lowest unoccupied orbital energy (alpha / beta) (eV): -0.75 / -0.75
F_max (eV/A): 1.68
Highest occupied orbital energy (alpha / beta) (eV): -8.3 / -8.3
ΔE to the lowest compared entry with this formula, charge and spin (kJ/mol): 378.2

=====

No. 3
Entry from the Open Molecules 2025 dataset: the molecule C4H8O in a non-equilibrium geometry (wB97M-V/def2-TZVPD).

The geometry in XYZ format:
```
13
C4H8O wB97M-V/def2-TZVPD
C 1.495 0.209 -0.587
C 0.238 -0.551 -0.027
C -0.421 0.170 1.117
C -1.357 -0.336 0.097
O -2.003 0.422 -0.867
H 2.304 0.038 0.152
H 1.413 1.303 -0.642
H 1.912 -0.137 -1.542
H -1.280 0.586 -1.475
H 0.503 -1.597 0.073
H -0.435 -0.299 2.090
H -0.274 1.244 1.102
H -2.093 -1.053 0.509
```

Results
Total energy (hartree): -232.3669
Spin multiplicity: 1
Lowest unoccupied orbital energy (eV): 0.98
F_max (eV/A): 1.37
SMILES string: C[C@H]1C[C@H]1O
Highest occupied orbital energy (eV): -9.2
ΔE to the lowest compared entry with this formula, charge and spin (kJ/mol): 206.7

=====

No. 4
Entry from the Open Molecules 2025 dataset: the molecule C4H8O in a non-equilibrium geometry (wB97M-V/def2-TZVPD).

The geometry in XYZ format:
```
13
C4H8O wB97M-V/def2-TZVPD
C -0.616 -2.041 0.417
C 0.319 1.694 0.026
O 0.333 1.974 -1.378
C 0.513 0.224 0.335
C -0.337 -0.681 -0.144
H -1.580 -1.942 0.926
H -0.774 -2.804 -0.343
H 0.123 -2.364 1.150
H 0.926 2.408 0.582
H -0.687 1.927 0.386
H 1.238 2.178 -1.634
H 1.491 -0.089 0.699
H -0.950 -0.485 -1.022
```

Results
Total energy (hartree): -232.3859
Spin multiplicity: 1
Lowest unoccupied orbital energy (eV): 0.97
F_max (eV/A): 1.25
SMILES string: C/C=C/CO
Highest occupied orbital energy (eV): -8.9
ΔE to the lowest compared entry with this formula, charge and spin (kJ/mol): 156.8